Record 1
{"formula": "C12H22O11P2", "method": "wB97M-V/def2-TZVPD", "symbols": ["C", "C", "C", "O", "C", "O", "O", "H", "H", "H", "H", "H", "H", "C", "C", "C", "O", "C", "O", "O", "H", "H", "H", "H", "H", "H", "C", "C", "C", "O", "C", "O", "O", "H", "H", "H", "H", "H", "H", "O", "P", "O", "P", "H", "H", "H", "H"], "xyz": [[-5.201, 2.437, -0.990], [-3.763, 2.430, -0.538], [-2.746, 2.223, -1.638], [-1.666, 1.586, -0.933], [-2.200, 0.930, 0.125], [-1.616, 0.139, 0.786], [-3.489, 1.293, 0.309], [-5.382, 3.266, -1.674], [-5.449, 1.501, -1.492], [-5.869, 2.537, -0.137], [-3.539, 3.332, 0.036], [-2.407, 3.149, -2.094], [-3.101, 1.544, -2.416], [-3.107, -4.172, 1.997], [-2.998, -3.920, 0.516], [-3.737, -2.699, 0.021], [-4.052, -3.065, -1.333], [-4.135, -4.417, -1.383], [-4.572, -5.033, -2.294], [-3.650, -4.962, -0.242], [-2.663, -3.349, 2.556], [-4.151, -4.282, 2.292], [-2.594, -5.095, 2.267], [-1.949, -3.891, 0.212], [-3.133, -1.796, 0.044], [-4.671, -2.524, 0.559], [7.124, 1.858, 2.312], [5.624, 2.008, 2.317], [4.863, 0.891, 1.636], [3.682, 1.563, 1.185], [3.997, 2.860, 0.992], [3.315, 3.644, 0.421], [5.212, 3.141, 1.526], [7.421, 0.966, 2.863], [7.497, 1.785, 1.290], [7.597, 2.725, 2.770], [5.260, 2.163, 3.336], [4.602, 0.074, 2.303], [5.390, 0.491, 0.766], [3.818, -1.441, -1.799], [2.953, -0.045, -1.675], [3.413, 0.868, -2.978], [0.894, -0.662, -1.905], [4.526, -1.332, -2.451], [3.772, 1.677, -2.587], [0.297, 0.566, -1.628], [0.583, -0.959, -3.251]], "homo_lumo_gap_ev": 8.66, "homo_ev": -8.13, "total_energy_ev": -53901.78933, "smiles": "C[C@@H]1COC(=O)O1.C[C@@H]1COC(=O)O1.C[C@@H]1COC(=O)O1.OP(O)#[PH2]", "e_lumo_ha": 0.0195}

***

Record 2
{"formula": "C4H10N2", "method": "wB97M-V/def2-TZVPD", "symbols": ["C", "C", "C", "C", "N", "N", "H", "H", "H", "H", "H", "H", "H", "H", "H", "H"], "xyz": [[-1.900, -0.444, 0.466], [-0.818, 0.727, 0.564], [0.474, 0.364, -0.263], [1.019, -1.026, -0.490], [1.587, -0.203, 0.513], [2.834, 0.396, 0.258], [-2.280, -0.893, 1.347], [-1.548, -1.183, -0.384], [-2.761, 0.143, 0.021], [-0.652, 1.021, 1.543], [-1.266, 1.654, 0.045], [0.700, 1.136, -1.095], [0.404, -1.910, -0.102], [1.412, -1.226, -1.437], [3.136, 0.542, -0.720], [3.174, 1.058, 0.914]], "homo_lumo_gap_ev": 9.57, "homo_ev": -8.34, "de_lowest_kj_mol": 345.7, "total_energy_ev": -7287.03682, "smiles": "CC[C@@H]1CN1N", "e_lumo_ha": 0.0453}

***

Record 3
{"formula": "C3H7NO4P", "method": "wB97M-V/def2-TZVPD", "symbols": ["H", "N", "C", "C", "O", "C", "P", "O", "O", "O", "H", "H", "H", "H", "H", "H"], "xyz": [[2.131, 2.375, 0.238], [1.697, 1.412, 0.296], [0.830, 1.066, -0.555], [0.592, -0.543, -0.466], [1.617, -1.019, 0.401], [-0.752, -1.242, -0.052], [-1.927, 0.189, -0.245], [-1.745, 1.199, 0.839], [-1.979, 0.679, -1.655], [-3.373, -0.418, 0.020], [0.479, 1.606, -1.415], [0.715, -0.754, -1.583], [2.074, -0.088, 0.540], [-0.555, -1.687, 0.979], [-0.842, -2.062, -0.718], [-3.894, 0.351, 0.374]], "homo_lumo_gap_ev": 8.66, "homo_ev": -4.76, "de_lowest_kj_mol": 0.0, "total_energy_ev": -22196.24028, "smiles": "[H]/N=C/[C@@H](O)C[P@@](=O)([O-])O", "e_lumo_ha": 0.1433, "charge": -1}

***

Record 4
{"formula": "C5H8", "method": "wB97M-V/def2-TZVPD", "symbols": ["C", "C", "C", "C", "C", "H", "H", "H", "H", "H", "H", "H", "H"], "xyz": [[2.387, -0.419, -0.424], [1.377, -0.206, 0.362], [0.269, -0.130, 1.033], [-0.890, 0.645, 0.466], [-1.597, -0.022, -0.705], [2.477, -1.495, -0.500], [3.150, 0.317, -0.661], [0.226, -0.587, 2.015], [-0.490, 1.613, 0.147], [-1.587, 0.855, 1.279], [-0.903, -0.190, -1.534], [-2.006, -0.992, -0.410], [-2.412, 0.611, -1.067]], "homo_lumo_gap_ev": 9.84, "homo_ev": -8.83, "de_lowest_kj_mol": 165.0, "total_energy_ev": -5312.45666, "smiles": "C=C=CCC", "e_lumo_ha": 0.0370}

***

Record 5
{"formula": "C8H21NO4P", "method": "wB97M-V/def2-TZVPD", "symbols": ["C", "N", "C", "C", "C", "C", "H", "H", "H", "H", "H", "H", "H", "H", "H", "H", "H", "H", "C", "O", "P", "O", "O", "C", "O", "C", "H", "H", "H", "H", "H", "H", "H", "H", "H"], "xyz": [[0.892, 1.625, 2.929], [1.625, 0.370, 3.175], [2.792, 0.175, 2.325], [2.377, -0.376, 0.954], [2.648, 0.662, -0.152], [4.164, 0.752, -0.381], [1.271, 2.191, 2.078], [-0.197, 1.505, 2.892], [1.972, 0.389, 4.125], [3.354, 1.119, 2.191], [3.478, -0.505, 2.841], [2.957, -1.259, 0.661], [1.332, -0.677, 0.975], [2.183, 0.338, -1.084], [2.236, 1.615, 0.171], [4.485, 1.750, -0.689], [4.482, 0.050, -1.155], [4.722, 0.506, 0.522], [-2.347, 0.762, -3.167], [-2.321, 0.674, -1.749], [-2.072, -0.707, -0.955], [-0.641, -0.943, -1.013], [-2.909, -1.691, -1.966], [-4.151, -1.394, -2.568], [-2.676, -1.514, 0.294], [-2.349, -1.044, 1.627], [-1.877, 1.713, -3.415], [-1.780, -0.049, -3.628], [-3.359, 0.781, -3.560], [-4.046, -1.380, -3.654], [-4.561, -0.438, -2.240], [-4.859, -2.182, -2.306], [-2.696, -0.028, 1.800], [-1.273, -1.082, 1.803], [-2.856, -1.711, 2.320]], "homo_lumo_gap_ev": 3.01, "homo_ev": -0.42, "total_energy_ev": -27603.58010, "e_lumo_ha": 0.0951, "charge": -1}

***

Record 6
{"formula": "C28H26ClIN3O5PdS", "method": "wB97M-V/def2-TZVPD", "symbols": ["Pd", "C", "O", "C", "C", "C", "C", "C", "C", "N", "N", "C", "O", "C", "C", "C", "C", "C", "C", "C", "O", "H", "H", "H", "H", "H", "H", "H", "H", "H", "H", "H", "H", "Cl", "C", "C", "C", "I", "C", "O", "C", "N", "C", "C", "C", "C", "H", "H", "H", "H", "C", "C", "S", "O", "C", "C", "H", "H", "H", "H", "H", "H", "H", "H", "H", "H"], "xyz": [[-0.448, -0.242, -0.402], [-0.245, 2.925, -3.689], [0.834, 3.530, -2.970], [1.727, 2.844, -2.261], [2.841, 3.546, -1.857], [3.864, 2.922, -1.144], [3.800, 1.577, -0.818], [2.685, 0.818, -1.144], [2.635, -0.561, -0.791], [1.530, -1.240, -0.824], [1.464, -2.521, -0.684], [0.204, -3.008, -0.708], [-0.833, -2.287, -0.795], [0.075, -4.469, -0.659], [1.138, -5.262, -0.226], [0.982, -6.633, -0.148], [-0.220, -7.219, -0.520], [-1.276, -6.434, -0.965], [-1.135, -5.061, -1.026], [1.578, 1.436, -1.881], [0.550, 0.799, -2.184], [-0.674, 3.726, -4.285], [-1.000, 2.521, -3.019], [0.118, 2.132, -4.343], [2.908, 4.588, -2.135], [4.732, 3.498, -0.856], [4.616, 1.109, -0.284], [3.561, -1.056, -0.502], [2.071, -4.795, 0.055], [1.800, -7.250, 0.195], [-0.334, -8.293, -0.462], [-2.206, -6.897, -1.265], [-1.948, -4.432, -1.360], [-4.940, 5.158, -0.820], [-3.599, 4.136, -0.458], [-2.626, 4.566, 0.410], [-1.543, 3.745, 0.719], [-0.011, 4.405, 1.981], [-1.397, 2.458, 0.193], [-0.360, 1.713, 0.451], [-2.439, 2.010, -0.675], [-2.328, 0.749, -1.154], [-3.197, 0.290, -2.024], [-4.277, 1.065, -2.468], [-4.441, 2.332, -1.973], [-3.518, 2.850, -1.042], [-2.691, 5.554, 0.843], [-3.049, -0.722, -2.381], [-4.964, 0.661, -3.197], [-5.271, 2.947, -2.294], [-1.012, -1.005, 4.986], [0.351, -0.583, 4.460], [0.141, 0.358, 2.906], [-0.013, -0.735, 1.870], [1.864, 0.941, 2.745], [2.871, -0.195, 2.695], [-0.900, -1.666, 5.843], [-1.567, -1.540, 4.216], [-1.598, -0.143, 5.303], [0.969, -1.448, 4.229], [0.862, 0.078, 5.161], [2.037, 1.619, 3.580], [1.858, 1.524, 1.824], [3.121, -0.561, 3.689], [3.797, 0.147, 2.232], [2.477, -1.025, 2.106]], "homo_lumo_gap_ev": [4.22, 4.24], "homo_ev": [-10.25, -10.25], "de_lowest_kj_mol": 169.5, "total_energy_ev": -79094.18825, "e_lumo_ha": [-0.2214, -0.2211], "charge": 1}

***

Record 7
{"formula": "C18H21N5O5PdS2", "method": "wB97M-V/def2-TZVPD", "symbols": ["Pd", "C", "N", "C", "C", "N", "C", "S", "C", "C", "C", "C", "C", "N", "H", "H", "H", "H", "H", "H", "H", "H", "H", "N", "C", "C", "C", "O", "O", "H", "H", "H", "H", "H", "H", "N", "C", "C", "C", "C", "C", "C", "S", "O", "O", "O", "H", "H", "H", "H", "H", "H"], "xyz": [[-1.566, 0.522, 1.111], [2.440, 3.495, 1.816], [2.389, 2.093, 1.442], [3.389, 1.384, 0.790], [2.938, 0.136, 0.590], [1.659, 0.080, 1.143], [1.334, 1.297, 1.640], [-0.129, 1.794, 2.370], [0.951, -1.148, 1.292], [1.688, -2.317, 1.293], [1.020, -3.526, 1.355], [-0.358, -3.525, 1.477], [-1.020, -2.316, 1.490], [-0.385, -1.139, 1.383], [3.384, 3.905, 1.467], [2.376, 3.604, 2.897], [1.612, 4.031, 1.355], [4.312, 1.848, 0.494], [3.331, -0.701, 0.010], [2.760, -2.293, 1.169], [1.582, -4.445, 1.281], [-0.927, -4.441, 1.529], [-2.098, -2.260, 1.527], [-2.606, 2.203, 0.554], [-4.044, 2.032, 0.217], [-4.672, 0.856, 0.944], [-4.219, -0.483, 0.360], [-5.038, -1.320, 0.045], [-2.932, -0.643, 0.194], [-2.472, 2.947, 1.229], [-2.082, 2.448, -0.291], [-4.113, 1.876, -0.860], [-4.574, 2.957, 0.447], [-5.756, 0.899, 0.855], [-4.420, 0.899, 2.007], [-1.235, 1.554, -2.234], [-0.225, 0.550, -2.211], [1.112, 0.876, -2.435], [2.088, -0.107, -2.376], [1.752, -1.422, -2.074], [0.419, -1.746, -1.877], [-0.567, -0.771, -1.943], [3.033, -2.669, -1.905], [3.597, -2.827, -3.222], [3.970, -2.069, -0.935], [2.339, -3.824, -1.355], [-0.990, 2.312, -2.858], [-2.116, 1.159, -2.540], [1.386, 1.899, -2.669], [3.126, 0.145, -2.558], [0.162, -2.775, -1.659], [-1.603, -1.036, -1.770]], "homo_lumo_gap_ev": 7.67, "homo_ev": -8.31, "de_lowest_kj_mol": 0.0, "total_energy_ev": -61847.20927, "e_lumo_ha": -0.0237}